{
  "formula": "C47H50BeN9O",
  "method": "ωB97M-V/def2-TZVPD",
  "charge": 1,
  "energy_ha": -2403.3468,
  "e_above_lowest_kcal_mol": 43.98,
  "orbital_gap_ev": 5.66,
  "species": ["Be", "C", "C", "O", "H", "H", "H", "H", "H", "N", "C", "C", "C", "C", "C", "H", "H", "H", "H", "H", "N", "C", "C", "C", "C", "C", "H", "H", "H", "H", "H", "N", "C", "C", "C", "C", "C", "H", "H", "H", "H", "H", "N", "C", "C", "C", "C", "C", "H", "H", "H", "H", "H", "N", "C", "C", "C", "C", "C", "H", "H", "H", "H", "H", "N", "C", "C", "C", "C", "C", "H", "H", "H", "H", "H", "N", "C", "C", "C", "C", "C", "H", "H", "H", "H", "H", "N", "C", "C", "C", "C", "C", "H", "H", "H", "H", "H", "N", "C", "C", "C", "C", "C", "H", "H", "H", "H", "H"],
  "coordinates": [[2.22366, -0.60535, -2.00072], [-1.27704, -0.06172, 0.88513], [0.20582, -0.21306, 1.19135], [1.07378, -0.27289, 0.11167], [-1.58299, -1.03795, 0.49885], [-1.46556, 0.73161, 0.16204], [-1.85101, 0.08792, 1.80227], [0.32661, -1.11633, 1.80922], [0.54999, 0.52282, 1.93463], [2.67581, 1.93297, -1.85733], [2.48851, 2.68465, -0.78472], [2.93440, 4.03737, -0.72618], [3.54512, 4.61752, -1.83796], [3.69712, 3.82756, -2.98588], [3.21030, 2.54078, -2.94439], [2.02063, 2.22373, 0.07602], [2.77065, 4.59618, 0.18426], [3.84837, 5.65434, -1.86534], [4.14322, 4.21926, -3.88812], [3.41263, 1.84473, -3.74915], [0.71685, -2.68355, -2.95719], [0.87597, -3.44989, -4.05474], [0.27564, -4.70536, -4.13054], [-0.54222, -5.16836, -3.11092], [-0.82306, -4.28120, -2.06837], [-0.22736, -3.00910, -2.07178], [1.62645, -3.16133, -4.77683], [0.47655, -5.35188, -4.97384], [-1.02659, -6.13134, -3.18143], [-1.57020, -4.57498, -1.34494], [-0.37085, -2.42874, -1.16811], [-4.42464, 3.67454, 0.60777], [-3.85214, 2.48478, 0.72565], [-4.40471, 1.30290, 0.17385], [-5.52904, 1.47664, -0.63507], [-6.15929, 2.69479, -0.64050], [-5.58289, 3.78874, -0.03038], [-2.95878, 2.49979, 1.33718], [-4.02351, 0.29762, 0.27373], [-5.94125, 0.68301, -1.24421], [-7.02978, 2.84637, -1.26648], [-6.12938, 4.66772, 0.29031], [-4.81150, -3.36863, -3.98792], [-5.41509, -3.37792, -2.78033], [-5.05377, -2.46784, -1.77991], [-3.95232, -1.65851, -2.03482], [-3.13648, -1.88418, -3.14207], [-3.62349, -2.73677, -4.11403], [-6.30763, -3.98307, -2.70483], [-5.67185, -2.21183, -0.93056], [-3.57432, -0.96748, -1.29253], [-2.21236, -1.33324, -3.22774], [-3.04975, -2.96373, -5.00321], [0.26002, 0.42415, -3.05651], [-0.27481, 0.07606, -4.25249], [-1.42345, 0.64358, -4.75648], [-2.09109, 1.57401, -4.01031], [-1.53486, 1.98418, -2.81147], [-0.36291, 1.36741, -2.34651], [0.24979, -0.71823, -4.76383], [-1.84085, 0.30803, -5.69582], [-2.99062, 2.02028, -4.41244], [-2.10701, 2.59120, -2.12288], [-0.03374, 1.67743, -1.36472], [0.36546, 6.41212, 0.95790], [0.81441, 5.80810, 2.07683], [0.39148, 4.52543, 2.38833], [-0.32109, 3.75367, 1.44816], [-0.70321, 4.37259, 0.26855], [-0.41051, 5.73738, 0.12038], [1.54021, 6.25240, 2.74387], [0.60726, 4.01753, 3.31897], [-0.72143, 2.77653, 1.68246], [-1.34310, 3.97130, -0.50578], [-0.75986, 6.40465, -0.65719], [2.45485, -1.93419, 6.80368], [2.87757, -0.85238, 7.53761], [2.57455, 0.39719, 7.08860], [1.89393, 0.65516, 5.89638], [1.38839, -0.44299, 5.23053], [1.73942, -1.71296, 5.69158], [3.55740, -1.03334, 8.35633], [3.08873, 1.17850, 7.63749], [1.78070, 1.65586, 5.50522], [0.87444, -0.45482, 4.27784], [1.44924, -2.59987, 5.14444], [-0.04287, -5.68536, 2.14699], [0.12772, -6.00402, 3.42157], [-0.22073, -5.23266, 4.53408], [-0.83838, -4.01489, 4.29606], [-0.97595, -3.58799, 2.97360], [-0.58750, -4.46830, 1.94322], [0.69785, -6.90357, 3.62287], [-0.05053, -5.58798, 5.53975], [-1.36298, -3.41722, 5.03013], [-1.32929, -2.58704, 2.77038], [-0.87445, -4.16719, 0.94398], [4.47786, -0.14835, -0.91718], [5.65171, 0.00548, -1.58538], [6.87353, 0.09850, -0.91613], [6.94797, -0.00576, 0.45809], [5.74894, -0.09410, 1.13173], [4.58492, -0.19324, 0.40624], [5.61473, 0.22620, -2.64284], [7.73042, 0.39514, -1.50536], [7.88020, 0.21851, 0.95759], [5.75708, -0.06932, 2.21197], [3.68319, -0.34493, 0.98906]],
  "atomic_forces_ev_per_a": [[-2.463, 2.334, 2.591], [0.467, -0.567, 0.040], [0.853, -0.810, 0.523], [1.126, 0.312, -2.130], [-0.348, 0.181, -0.403], [-0.149, -0.037, 0.029], [-0.021, 0.231, 0.015], [-0.267, -0.400, -0.039], [-0.054, 0.743, -0.279], [-0.229, -0.111, -0.875], [0.718, 1.231, 0.275], [-0.241, -0.713, -0.456], [-0.506, -0.692, 0.003], [-0.512, 0.219, 0.532], [0.735, -1.168, 0.371], [-0.042, -0.168, -0.013], [-0.042, 0.046, 0.008], [0.096, 0.007, 0.259], [0.030, -0.042, -0.015], [-0.225, 0.248, -0.395], [0.313, 1.189, -0.239], [0.116, -0.923, 1.285], [0.198, -0.007, -0.416], [-0.254, 1.164, 0.193], [-0.235, -0.026, -1.113], [0.525, -1.826, 0.914], [-0.088, 0.207, -0.082], [0.057, 0.129, -0.121], [0.143, -0.100, 0.133], [0.153, 0.239, 0.293], [0.184, 0.693, -0.307], [0.434, 0.191, 0.351], [-0.412, -0.929, -0.239], [-0.168, 0.976, -0.502], [0.414, -0.303, 0.402], [-0.507, 0.821, -1.412], [-0.095, -0.609, 1.728], [0.125, -0.348, -0.091], [0.462, 0.222, 0.325], [0.019, -0.246, 0.235], [-0.233, -0.100, 0.238], [-0.076, 0.387, -1.038], [0.878, -0.974, 0.885], [0.071, 1.464, -1.043], [0.176, 0.662, -0.714], [0.854, -0.639, 0.445], [-0.704, 0.187, 0.264], [-0.802, -0.301, 0.362], [-0.011, -0.102, 0.056], [-0.045, -0.616, 0.196], [-0.311, 0.180, 0.027], [0.050, -0.147, -0.178], [-0.165, 0.189, -0.266], [0.790, -0.378, 0.048], [0.724, 0.013, 0.791], [0.231, -0.701, -0.559], [0.005, 1.029, 0.171], [-0.165, -0.973, 0.487], [-0.995, 0.502, -0.428], [-0.050, 0.032, -0.153], [0.173, -0.058, -0.066], [-0.147, -0.025, 0.240], [0.189, 0.381, -0.136], [0.632, -0.481, -0.056], [0.890, 0.209, 1.031], [-0.701, -1.058, -0.734], [-0.203, -1.392, -0.467], [-0.479, 1.127, -0.031], [-0.335, 1.186, -0.239], [0.687, 0.127, 0.585], [-0.199, 0.730, -0.162], [0.320, 0.361, 0.179], [0.408, -0.191, 0.080], [0.046, -0.541, 0.215], [-0.339, -0.624, -0.468], [0.276, 0.521, 0.440], [-1.051, -1.976, -2.287], [1.074, 1.602, 0.254], [-0.296, -0.591, 0.354], [0.493, -0.703, -0.461], [0.453, 0.134, 1.432], [-0.241, -0.086, 0.226], [-0.419, 0.438, -0.117], [-0.070, 0.083, 0.153], [-0.140, 0.605, 0.013], [-0.073, -0.035, -0.062], [-0.713, 1.220, -0.108], [1.120, -0.122, 0.852], [-0.517, 0.281, -0.471], [-0.564, 0.115, -0.725], [0.724, -1.030, -0.153], [-0.593, 0.349, 0.875], [-0.242, -0.291, -0.182], [-0.007, -0.140, -0.035], [0.593, -0.002, 0.500], [-0.315, -0.124, -0.229], [0.492, -0.202, -0.322], [0.338, -0.910, -1.166], [-0.169, 0.526, 0.884], [-0.336, 0.228, -1.088], [-0.192, 1.008, -0.242], [0.938, -0.134, 0.149], [-1.353, -0.499, 0.969], [-0.135, -0.329, -0.111], [0.151, -0.344, 0.006], [0.050, -0.410, 0.126], [-0.368, -0.134, 0.006], [-0.382, 0.127, -0.418]]
}

---

{
  "formula": "C47H50CrN8O3S3",
  "method": "ωB97M-V/def2-TZVPD",
  "charge": 2,
  "energy_ha": -4723.1563,
  "s2": 6.010,
  "e_above_lowest_kcal_mol": 0.00,
  "multiplicity": 5,
  "orbital_gap_ev": [7.63, 9.02],
  "species": ["Cr", "C", "N", "C", "C", "O", "C", "O", "C", "C", "O", "N", "C", "C", "H", "H", "H", "H", "H", "H", "H", "H", "H", "H", "H", "H", "H", "H", "H", "H", "N", "S", "N", "S", "N", "S", "N", "C", "C", "C", "C", "C", "C", "C", "C", "C", "C", "C", "C", "C", "C", "C", "C", "C", "C", "C", "C", "C", "C", "C", "C", "C", "C", "C", "C", "C", "C", "C", "C", "C", "C", "C", "C", "H", "H", "H", "H", "H", "H", "H", "H", "H", "H", "H", "H", "H", "H", "H", "H", "H", "H", "H", "H", "H", "H", "H", "H", "H", "H", "H", "H", "H", "H", "N", "C", "C", "C", "N", "H", "H", "H", "H"],
  "coordinates": [[1.43215, -1.23778, 0.18899], [-2.03384, -5.52031, 0.72578], [-1.34669, -4.45795, 1.44055], [-1.85637, -4.19464, 2.78111], [-0.34032, -3.71723, 0.96341], [0.17622, -2.79600, 1.59882], [0.20250, -4.01515, -0.43455], [1.46012, -3.38076, -0.60955], [2.57717, -4.09240, -0.09570], [3.36385, -3.22253, 0.87491], [2.91833, -2.12420, 1.24423], [4.54677, -3.68298, 1.27359], [5.36365, -2.91534, 2.20647], [5.11229, -4.93286, 0.77768], [-2.15897, -6.37681, 1.38813], [-3.02609, -5.18537, 0.41549], [-1.49158, -5.84592, -0.15671], [-1.54752, -4.98805, 3.46442], [-1.46477, -3.24662, 3.13536], [-2.94541, -4.15327, 2.75453], [0.28960, -5.08448, -0.62846], [-0.45535, -3.56390, -1.17986], [2.26066, -5.00489, 0.41771], [3.21505, -4.37344, -0.93603], [4.84574, -1.99894, 2.47010], [5.53378, -3.49634, 3.11301], [6.32799, -2.67805, 1.75498], [5.35808, -4.86344, -0.28398], [6.02796, -5.13919, 1.32297], [4.43480, -5.77363, 0.92919], [1.08899, 0.44183, 1.23662], [-0.20569, 0.88934, 1.75869], [-1.58098, 0.83167, 0.83263], [-2.05656, 1.60774, -0.42426], [-1.24212, 1.60283, -1.73915], [0.10693, 0.69199, -2.01028], [0.24788, -0.49736, -1.16547], [-0.17332, 0.22058, -3.71825], [0.51016, 0.76991, -4.79104], [0.29854, 0.25270, -6.06189], [-0.58213, -0.80182, -6.24776], [-1.25143, -1.35476, -5.16188], [-1.04793, -0.84353, -3.89248], [1.30038, 2.05239, -2.05413], [2.42810, 2.01626, -1.25771], [3.28849, 3.10485, -1.24169], [3.00585, 4.22441, -2.00999], [1.86334, 4.25736, -2.79909], [1.00414, 3.17154, -2.82705], [-3.64737, 0.87757, -0.74764], [-4.42861, 1.43036, -1.75236], [-5.66125, 0.86247, -2.02287], [-6.09716, -0.23655, -1.29237], [-5.30205, -0.77796, -0.29105], [-4.06448, -0.22001, -0.01179], [-2.47607, 3.31125, -0.11887], [-3.62410, 3.57323, 0.61823], [-3.96549, 4.88721, 0.88049], [-3.15826, 5.91796, 0.41779], [-2.01145, 5.63945, -0.31290], [-1.66373, 4.32726, -0.59039], [-0.85387, -0.03019, 3.15115], [-2.20278, -0.05163, 3.47590], [-2.60756, -0.74020, 4.60955], [-1.66860, -1.39283, 5.39775], [-0.32190, -1.36563, 5.05784], [0.09153, -0.68120, 3.92642], [-0.04843, 2.55796, 2.40988], [-0.99510, 3.11634, 3.25409], [-0.78736, 4.39713, 3.74089], [0.35368, 5.10430, 3.38563], [1.29233, 4.53453, 2.53767], [1.09184, 3.25537, 2.04707], [1.21502, 1.57547, -4.64548], [0.82335, 0.67709, -6.90714], [-0.74008, -1.20254, -7.23993], [-1.92935, -2.18402, -5.31141], [-1.54165, -1.26417, -3.02490], [2.59079, 1.16366, -0.62237], [4.17616, 3.08435, -0.62233], [3.66880, 5.07922, -1.99004], [1.64067, 5.13184, -3.39595], [0.10073, 3.19345, -3.42324], [-4.07491, 2.29246, -2.30484], [-6.28549, 1.27778, -2.80175], [-7.06138, -0.67636, -1.50852], [-5.64859, -1.63315, 0.27269], [-3.41678, -0.61067, 0.76137], [-4.24768, 2.75807, 0.96564], [-4.86203, 5.10787, 1.44364], [-3.42532, 6.94453, 0.63065], [-1.38683, 6.44680, -0.67063], [-0.78468, 4.08673, -1.17295], [-2.91852, 0.45694, 2.84448], [-3.65456, -0.76071, 4.88098], [-1.99134, -1.92989, 6.27993], [0.40366, -1.87341, 5.67852], [1.13010, -0.64541, 3.62197], [-1.87738, 2.56034, 3.54182], [-1.51476, 4.84290, 4.40623], [0.51528, 6.09867, 3.78068], [2.18456, 5.08288, 2.26536], [1.80981, 2.77165, 1.39782], [4.41453, -0.79073, -1.34429], [4.84566, -0.20697, -2.47926], [3.93165, -0.52654, -3.45251], [2.97110, -1.31555, -2.80059], [3.26194, -1.46348, -1.51343], [4.83097, -0.73939, -0.43009], [5.75538, 0.36767, -2.51890], [3.96320, -0.24840, -4.49098], [2.10180, -1.80066, -3.21272]],
  "atomic_forces_ev_per_a": [[0.216, -0.308, 0.113], [-0.061, -0.006, -0.093], [-0.018, -0.059, 0.097], [0.018, 0.128, 0.010], [0.018, 0.023, 0.131], [-0.088, -0.087, -0.163], [-0.017, 0.055, -0.085], [-0.084, -0.054, 0.125], [0.010, 0.081, -0.063], [0.137, -0.042, -0.123], [0.427, -0.084, 0.456], [-0.033, 0.024, 0.066], [-0.018, 0.093, 0.109], [-0.082, -0.137, -0.137], [0.042, -0.012, -0.020], [0.004, -0.016, -0.005], [-0.001, 0.014, 0.027], [-0.031, -0.012, -0.019], [-0.001, 0.018, 0.007], [-0.004, -0.014, -0.004], [0.022, 0.038, -0.058], [-0.059, -0.095, 0.006], [-0.008, 0.010, 0.008], [0.001, -0.013, 0.032], [0.008, -0.009, -0.015], [0.017, -0.012, -0.025], [-0.017, -0.023, -0.020], [0.022, 0.007, 0.030], [-0.014, 0.007, 0.034], [0.011, 0.017, 0.032], [-0.237, 0.287, 0.613], [0.299, 0.139, -0.180], [-0.143, 0.535, 0.103], [0.416, -0.496, 0.205], [-0.044, 0.379, 0.025], [-0.810, -0.561, 0.470], [-0.048, 0.671, -1.290], [0.222, 0.279, -0.015], [0.098, 0.013, 0.073], [-0.067, -0.048, -0.060], [0.059, 0.012, -0.017], [-0.015, 0.054, 0.001], [-0.067, -0.025, 0.157], [-0.121, -0.134, -0.102], [-0.116, -0.217, -0.043], [0.026, 0.122, -0.034], [0.067, -0.060, 0.076], [-0.095, -0.008, -0.124], [-0.054, 0.067, 0.050], [0.055, -0.166, 0.146], [0.145, 0.081, -0.064], [-0.015, 0.009, -0.020], [0.035, -0.062, 0.027], [-0.077, 0.006, -0.096], [0.152, 0.037, 0.068], [0.031, -0.137, 0.044], [-0.031, -0.153, 0.083], [-0.017, -0.002, 0.070], [0.074, 0.025, -0.003], [0.017, 0.084, 0.057], [0.157, -0.145, -0.062], [-0.090, 0.088, -0.116], [-0.032, -0.047, -0.011], [-0.019, 0.028, -0.027], [0.026, -0.032, 0.015], [-0.055, -0.006, 0.035], [0.097, 0.096, -0.117], [-0.211, -0.090, -0.212], [-0.144, -0.027, -0.025], [-0.055, 0.040, 0.014], [0.003, 0.018, 0.003], [-0.022, 0.065, 0.001], [0.093, -0.176, -0.179], [0.012, -0.044, -0.062], [0.012, -0.004, 0.007], [-0.009, 0.002, -0.002], [-0.021, 0.004, 0.024], [-0.042, -0.038, -0.049], [0.138, -0.180, 0.087], [-0.027, -0.016, 0.023], [0.017, -0.015, -0.006], [-0.003, -0.001, -0.004], [0.017, 0.079, 0.005], [-0.042, -0.019, -0.042], [0.004, 0.016, -0.004], [-0.015, 0.017, 0.005], [0.002, -0.003, 0.018], [-0.066, -0.062, -0.007], [-0.022, 0.060, 0.021], [0.001, -0.005, -0.004], [-0.007, -0.001, -0.030], [-0.002, -0.008, -0.011], [0.022, 0.030, 0.005], [-0.031, -0.012, 0.046], [-0.006, -0.012, 0.001], [0.013, 0.018, 0.021], [0.013, -0.011, -0.014], [0.012, -0.052, 0.055], [-0.007, 0.023, 0.016], [0.001, -0.017, 0.005], [-0.009, -0.005, -0.006], [-0.004, -0.010, 0.001], [0.023, 0.035, 0.029], [0.043, 0.161, 0.037], [-0.001, -0.063, 0.035], [-0.048, -0.055, -0.163], [0.168, -0.034, -0.005], [0.087, 0.084, -0.123], [-0.038, -0.007, 0.035], [0.008, -0.001, 0.040], [0.007, 0.001, -0.012], [-0.106, 0.076, 0.032]]
}

---

Which formula does entry 2 have?
C47H50CrN8O3S3